Formula: C24H27N3O4
Source: the OMol25 dataset
Level of theory: ωB97M-V with the def2-TZVPD basis set

Results
* ΔE to the lowest compared entry with this formula, charge and spin: 68.03 kJ/mol
* HOMO: -8.53 eV
* SMILES: CCOC(=O)c1ccc(N2C(=O)C[C@H](N3CCN(Cc4ccccc4)CC3)C2=O)cc1

Atoms and positions in Å:
O -6.6336 -0.9318 -0.1631
O -5.1753 -2.6209 -0.4228
O -1.7587 3.8107 -1.0398
O 0.2278 0.8051 1.7426
N -1.0093 2.0963 0.2995
N 3.1546 -0.0211 -0.6604
N 2.2753 2.6378 0.0543
C 3.1748 -1.4728 -0.7158
C 4.6724 -3.0657 0.5392
C -2.1209 1.2291 0.1576
C -0.9510 3.3659 -0.2726
C 0.1087 1.7897 1.0621
C -3.4108 1.7499 0.1929
C 1.1245 2.9265 0.8857
C 3.4095 1.9892 0.6819
C -4.3010 -0.4678 -0.0964
C -3.0085 -0.9828 -0.1242
C 1.9533 0.5319 -1.2528
C -4.4917 0.9028 0.0616
C 4.5315 -2.0083 -0.3477
C -5.4982 -1.3366 -0.2232
C -6.7646 -3.9831 0.8268
C 5.6694 -1.4421 -0.9102
C 2.0332 2.0621 -1.2542
C -1.9233 -0.1385 -0.0013
C 3.3044 0.4638 0.7034
C 5.9288 -3.5544 0.8553
C 0.2854 4.0461 0.2631
C 7.0572 -2.9847 0.2926
C 6.9245 -1.9248 -0.5898
C -6.2557 -3.5462 -0.5395
H -7.5420 -4.7315 0.7036
H -0.0292 4.7773 1.0097
H 4.2220 0.0423 1.1192
H 4.2915 2.2670 0.0958
H 2.4035 -1.9168 -0.0601
H 3.5298 2.3726 1.6962
H -2.8592 -2.0437 -0.2453
H 1.8756 0.1793 -2.2850
H 1.0470 0.2020 -0.7141
H 2.4590 0.1521 1.3385
H 3.7942 -3.5107 0.9857
H -0.9247 -0.5444 -0.0194
H -7.0637 -3.0777 -1.1112
H 2.8776 2.3577 -1.8855
H 1.5093 3.1979 1.8734
H 6.0258 -4.3796 1.5458
H -7.1784 -3.1294 1.3579
H 8.0374 -3.3640 0.5416
H 7.8031 -1.4761 -1.0303
H 0.8183 4.5785 -0.5230
H 1.1200 2.4782 -1.6840
H -5.8456 -4.3912 -1.0966
H 5.5549 -0.6136 -1.5925
H -5.5002 1.2861 0.0847
H -5.9527 -4.4055 1.4140
H -3.5629 2.8100 0.3149
H 2.9469 -1.7665 -1.7470